Entry 1:
{
  "formula": "C24H35BF8N13O16S4V2",
  "method": "the ωB97M-V functional and the def2-TZVPD basis",
  "homo_lumo_gap_ev": [7.93, 7.97],
  "s2": 2.109,
  "e_lumo_ha": [0.0186, 0.0199],
  "multiplicity": 3,
  "e_tot_ha": -7155.940997,
  "charge": -1,
  "elements": ["O", "V", "O", "V", "B", "F", "F", "F", "F", "N", "S", "O", "O", "F", "S", "O", "O", "F", "N", "S", "O", "O", "F", "S", "O", "O", "F", "O", "C", "O", "O", "H", "O", "C", "O", "O", "H", "C", "C", "N", "H", "H", "H", "C", "C", "N", "H", "H", "H", "C", "C", "N", "H", "H", "H", "C", "C", "N", "H", "H", "H", "C", "C", "N", "H", "H", "H", "C", "C", "N", "H", "H", "H", "C", "C", "N", "H", "H", "H", "C", "C", "N", "H", "H", "H", "C", "C", "N", "H", "H", "H", "C", "C", "N", "H", "H", "H", "C", "C", "N", "H", "H", "H"],
  "positions_angstrom": [[2.987, 0.155, -2.034], [2.029, -1.099, -2.219], [-3.485, -0.362, -4.774], [-2.551, -0.605, -3.508], [-3.826, 2.343, -3.356], [-4.114, 3.414, -2.474], [-2.780, 1.436, -2.923], [-4.949, 1.517, -3.566], [-3.385, 2.757, -4.621], [-1.752, -2.380, -4.233], [-1.434, -3.251, -5.487], [-2.360, -4.308, -5.847], [-0.045, -3.414, -5.919], [-1.929, -2.116, -6.541], [-0.683, -3.424, -3.264], [0.568, -2.799, -2.917], [-0.704, -4.899, -3.509], [-1.570, -3.357, -1.884], [2.981, -2.658, -1.349], [4.346, -3.578, -1.977], [4.177, -4.246, -3.277], [5.368, -4.165, -1.135], [5.098, -2.183, -2.495], [2.865, -3.636, -0.204], [3.578, -3.356, 1.016], [2.623, -5.010, -0.487], [1.338, -3.094, 0.117], [-1.175, 0.225, 0.554], [-0.673, -0.159, -0.639], [0.577, -0.288, -0.635], [-1.347, -0.449, -1.671], [-0.311, 0.401, 0.933], [-0.986, 0.432, -4.909], [0.282, 0.660, -4.660], [0.692, 0.051, -3.660], [0.885, 1.429, -5.308], [-1.039, 0.853, -5.770], [-1.141, 1.406, 5.148], [-0.614, 1.456, 6.514], [-0.199, 1.538, 7.600], [-1.643, 2.353, 4.950], [-1.996, 0.731, 5.118], [-0.369, 1.126, 4.432], [-3.362, -1.862, 5.213], [-1.971, -2.337, 5.277], [-0.861, -2.723, 5.345], [-3.303, -0.830, 4.867], [-3.728, -1.859, 6.240], [-3.933, -2.531, 4.569], [3.443, -2.940, -6.614], [3.256, -2.225, -5.368], [3.056, -1.668, -4.373], [3.173, -2.243, -7.407], [2.829, -3.839, -6.572], [4.467, -3.294, -6.734], [3.425, 0.011, 3.630], [3.323, 0.656, 2.244], [3.207, 1.120, 1.182], [4.012, 0.752, 4.172], [4.052, -0.875, 3.532], [2.477, -0.182, 4.132], [2.659, 5.098, 3.266], [2.263, 3.848, 4.005], [1.927, 2.881, 4.632], [2.025, 5.247, 2.392], [3.689, 5.208, 2.926], [2.410, 5.992, 3.838], [-1.680, -2.991, 1.811], [-2.573, -4.077, 1.555], [-3.317, -4.924, 1.320], [-2.204, -2.169, 2.299], [-1.313, -2.499, 0.911], [-0.899, -3.425, 2.435], [-1.014, 5.710, 2.102], [-0.129, 6.102, 1.004], [0.549, 6.461, 0.139], [-0.436, 5.886, 3.009], [-1.455, 4.721, 1.979], [-1.868, 6.379, 2.217], [5.929, -0.701, 0.827], [6.466, -0.228, 2.125], [6.908, 0.159, 3.154], [6.627, -1.280, 0.222], [5.801, 0.197, 0.224], [4.956, -1.091, 1.126], [-3.997, 2.052, 3.329], [-4.837, 2.999, 4.064], [-5.456, 3.727, 4.717], [-3.005, 2.429, 3.077], [-4.497, 1.560, 2.495], [-3.722, 1.256, 4.021], [0.380, 3.192, -1.793], [1.529, 3.187, -2.728], [2.400, 3.258, -3.479], [-0.474, 2.795, -2.341], [0.320, 4.166, -1.307], [0.644, 2.403, -1.088], [-5.408, -1.016, 0.330], [-4.961, -0.990, -1.056], [-4.472, -1.019, -2.149], [-5.910, -1.961, 0.540], [-6.238, -0.324, 0.472], [-4.514, -0.798, 0.914]]
}

=====

Entry 2:
{
  "formula": "C24H35BrN2OP2SV",
  "method": "the ωB97M-V functional and the def2-TZVPD basis",
  "homo_lumo_gap_ev": [6.86, 6.41],
  "relative_energy_kj_mol": 0.0,
  "s2": 0.763,
  "e_lumo_ha": [0.0104, 0.0117],
  "multiplicity": 2,
  "e_tot_ha": -5719.220674,
  "elements": ["V", "C", "C", "N", "C", "C", "C", "S", "N", "C", "O", "C", "C", "C", "C", "C", "C", "H", "H", "H", "H", "H", "H", "H", "H", "H", "H", "H", "H", "H", "H", "H", "C", "P", "C", "C", "C", "P", "C", "C", "H", "H", "H", "H", "H", "H", "H", "H", "H", "H", "H", "H", "H", "H", "H", "H", "Br", "C", "C", "C", "C", "C", "C", "H", "H", "H", "H"],
  "positions_angstrom": [[-0.116, -0.920, -0.130], [1.912, 0.445, 4.084], [3.079, 0.861, 3.196], [2.668, 1.701, 2.070], [2.678, 3.157, 2.252], [1.311, 3.733, 2.600], [2.188, 1.182, 0.942], [2.137, -0.537, 0.719], [1.855, 2.059, -0.024], [0.821, 1.881, -0.804], [-0.125, 1.047, -0.609], [0.683, 2.806, -1.968], [-0.416, 2.675, -2.812], [-0.561, 3.507, -3.911], [0.395, 4.479, -4.174], [1.492, 4.615, -3.333], [1.636, 3.784, -2.234], [2.261, -0.231, 4.866], [1.156, -0.077, 3.494], [1.451, 1.309, 4.563], [3.579, -0.020, 2.800], [3.811, 1.432, 3.767], [3.045, 3.608, 1.332], [3.392, 3.373, 3.047], [0.591, 3.495, 1.817], [1.377, 4.818, 2.685], [0.940, 3.337, 3.545], [-1.153, 1.918, -2.582], [-1.420, 3.400, -4.561], [0.285, 5.131, -5.031], [2.238, 5.373, -3.534], [2.487, 3.878, -1.573], [-3.344, -0.181, -2.085], [-2.159, -1.390, -1.388], [-3.285, -2.524, -0.496], [-1.781, -2.418, -2.881], [-0.839, -3.557, -2.474], [0.499, -2.870, -1.401], [1.473, -4.360, -0.984], [1.591, -2.062, -2.638], [-4.211, -0.677, -2.524], [-2.849, 0.415, -2.853], [-3.675, 0.492, -1.294], [-4.011, -2.975, -1.175], [-3.805, -1.965, 0.282], [-2.705, -3.299, 0.004], [-1.294, -1.767, -3.613], [-2.699, -2.797, -3.338], [-0.409, -4.065, -3.340], [-1.382, -4.305, -1.890], [1.855, -4.852, -1.879], [0.852, -5.062, -0.427], [2.308, -4.064, -0.348], [1.730, -2.696, -3.516], [2.555, -1.863, -2.170], [1.171, -1.104, -2.951], [-3.210, -2.010, 5.829], [-2.395, -1.730, 4.131], [-2.814, -0.674, 3.341], [-2.215, -0.486, 2.100], [-1.197, -1.320, 1.617], [-0.805, -2.366, 2.466], [-1.392, -2.583, 3.709], [-3.597, -0.012, 3.689], [-2.555, 0.350, 1.494], [-0.009, -3.043, 2.163], [-1.072, -3.400, 4.344]]
}